15
Properties=species:S:1:pos:R:3:forces:R:3:nbo_charge:R:1 method="wB97M-V/def2-TZVPD" homo_energy_ev=-2.7 total_charge=-1 smiles="O=CCCNC[O-]" e_tot_ev=-9861.994
O 0.732 3.451 -0.651 -0.01 0.22 0.13 -0.56
C 0.843 2.256 -0.791 0.22 0.42 -0.15 0.46
C -0.069 1.251 -0.181 0.30 -0.87 -0.58 -0.54
C 0.332 -0.206 -0.412 0.35 0.16 0.08 -0.20
N -0.764 -1.108 -0.176 -0.07 -0.70 -0.33 -0.70
C -0.507 -2.054 0.991 -0.19 0.11 -0.22 0.15
O -0.569 -1.484 2.174 0.07 0.05 0.16 -0.94
H 1.663 1.906 -1.459 -0.14 -0.32 0.12 0.09
H -0.203 1.423 0.880 -0.33 0.24 0.13 0.26
H -1.006 1.324 -0.746 -0.23 0.46 0.34 0.22
H 1.176 -0.501 0.215 0.04 0.15 0.32 0.19
H 0.728 -0.287 -1.434 -0.17 -0.02 -0.27 0.14
H -1.604 -0.603 0.078 0.06 0.14 0.14 0.34
H -1.242 -2.884 0.809 0.00 0.08 0.07 0.06
H 0.490 -2.485 0.705 0.10 -0.11 0.04 0.05

15
Properties=species:S:1:pos:R:3:forces:R:3:nbo_charge:R:1 method="wB97M-V/def2-TZVPD" homo_energy_ev=-2.7 total_charge=-1 smiles="CN(C=O)CC[O-]" e_tot_ev=-9862.546
C 1.615 -0.696 -0.124 -0.14 0.09 0.40 -0.41
N 0.204 -0.457 -0.366 0.27 0.01 0.16 -0.43
C -0.258 -0.658 -1.604 0.16 -0.28 -0.54 0.53
O 0.349 -1.241 -2.504 0.12 0.34 0.11 -0.68
C -0.706 -0.097 0.719 -0.39 -0.15 0.60 -0.25
C -0.982 1.439 0.869 0.05 -0.65 -0.61 0.01
O -1.876 1.767 1.775 -0.09 -0.02 0.40 -0.93
H 1.904 -1.676 -0.495 0.17 -0.02 -0.10 0.20
H 2.227 0.085 -0.568 0.09 -0.04 -0.42 0.19
H 1.825 -0.623 0.942 -0.26 -0.19 0.07 0.20
H -1.248 -0.229 -1.800 -0.27 -0.15 0.32 0.12
H -1.604 -0.730 0.665 -0.23 0.55 -0.42 0.18
H -0.288 -0.446 1.660 0.46 0.03 0.14 0.18
H -1.236 1.741 -0.187 0.04 0.20 -0.14 0.05
H 0.072 1.821 1.016 0.02 0.28 0.02 0.05

Which orbital gap belongs to each record? In order, 6.333; 6.440 eV.
Which ΔE to the lowest compared entry with this formula, charge and spin belongs to each record? In order, 2.793; 2.241 eV.